{"formula": "C8H38N2O10", "method": "wB97M-V/def2-TZVPD", "elements": ["C", "C", "C", "O", "C", "N", "H", "H", "H", "H", "H", "H", "H", "H", "H", "H", "H", "C", "C", "C", "O", "C", "N", "H", "H", "H", "H", "H", "H", "H", "H", "H", "H", "H", "O", "H", "H", "O", "H", "H", "O", "H", "H", "O", "H", "H", "O", "H", "H", "O", "H", "H", "O", "H", "H", "O", "H", "H"], "xyz": [[4.866, 1.398, 0.547], [3.648, 0.439, 0.795], [2.459, 0.789, -0.117], [2.174, 2.175, -0.231], [0.827, 2.426, -0.549], [4.003, -0.970, 0.683], [5.476, 1.081, -0.298], [5.622, 1.442, 1.332], [4.527, 2.383, 0.225], [3.292, 0.637, 1.806], [1.604, 0.368, 0.413], [2.416, 0.320, -1.100], [0.656, 3.502, -0.594], [0.229, 1.980, 0.246], [0.533, 2.047, -1.527], [4.363, -1.204, 1.597], [4.851, -0.989, 0.134], [-3.318, 0.611, 0.990], [-2.849, -0.891, 0.806], [-2.301, -1.476, 2.161], [-1.994, -2.876, 2.050], [-0.861, -3.229, 1.344], [-3.970, -1.640, 0.351], [-2.425, 1.234, 1.050], [-3.674, 0.764, 2.009], [-4.006, 0.911, 0.199], [-2.071, -0.796, 0.049], [-3.126, -1.388, 2.868], [-1.416, -0.954, 2.525], [-0.644, -2.557, 0.513], [-0.932, -4.252, 0.976], [-0.018, -3.305, 2.032], [-3.637, -2.565, 0.581], [-3.909, -1.572, -0.655], [-0.509, 1.311, -1.969], [-1.369, 1.695, -2.144], [-0.064, 1.959, -1.422], [-0.528, 1.071, 1.112], [-0.176, 1.271, 1.979], [-0.744, 1.925, 0.738], [-1.755, -1.192, -1.732], [-1.526, -0.809, -0.886], [-2.134, -2.044, -1.516], [-1.443, 2.325, -0.253], [-1.456, 3.165, -0.712], [-2.323, 1.970, -0.376], [-0.642, -0.144, -0.422], [-0.695, 0.432, -1.185], [-0.532, 0.451, 0.320], [0.827, -1.361, 0.743], [1.587, -1.824, 0.390], [0.344, -1.070, -0.031], [0.920, 0.067, -3.102], [0.895, 0.332, -4.021], [0.553, 0.812, -2.627], [0.319, -1.727, -1.962], [0.626, -0.956, -2.440], [-0.571, -1.502, -1.691]], "mulliken_charge": [-1.412, 0.125, -0.096, -0.350, -0.792, -0.563, 0.363, 0.399, 0.309, 0.358, 0.151, 0.379, 0.254, -0.403, 2.436, 0.286, 0.289, -2.191, 1.825, -0.736, -0.473, -0.532, -0.751, 0.938, 0.402, 0.219, -1.572, 0.437, 0.291, 0.401, 0.367, 0.223, 0.369, 0.429, -0.978, 0.355, -2.045, -0.405, 0.280, 1.437, -0.770, 0.761, 0.505, -0.775, 0.484, 0.153, 0.294, 0.731, -0.571, -0.835, 0.134, 0.082, -0.557, 0.264, 0.321, -0.954, 0.563, 0.148], "total_charge": 0, "de_lowest_kcal_mol": 558.8, "lumo_energy_ev": -0.841, "homo_ha": -0.2849, "orbital_gap_ev": 6.9}

{"formula": "C8H38O11", "method": "wB97M-V/def2-TZVPD", "elements": ["C", "O", "H", "H", "H", "H", "C", "O", "H", "H", "H", "H", "C", "O", "H", "H", "H", "H", "C", "O", "H", "H", "H", "H", "C", "O", "H", "H", "H", "H", "C", "O", "H", "H", "H", "H", "C", "O", "H", "H", "H", "H", "C", "O", "H", "H", "H", "H", "O", "H", "H", "O", "H", "H", "O", "H", "H"], "xyz": [[19.382, -22.037, -14.926], [19.579, -23.229, -14.178], [20.349, -21.562, -15.093], [19.085, -22.182, -15.964], [18.731, -21.375, -14.354], [18.852, -23.218, -13.551], [22.442, -24.305, -15.533], [22.232, -24.025, -14.152], [22.378, -23.412, -16.156], [23.437, -24.727, -15.674], [21.608, -24.929, -15.854], [21.295, -23.869, -14.010], [18.415, -24.521, -16.906], [17.407, -23.818, -17.587], [18.388, -25.489, -17.407], [19.358, -23.978, -16.957], [18.170, -24.616, -15.848], [17.001, -23.180, -16.995], [16.776, -20.741, -18.882], [16.401, -20.284, -20.175], [17.799, -20.460, -18.631], [16.124, -20.305, -18.126], [16.818, -21.827, -18.794], [17.123, -20.501, -20.769], [20.526, -22.103, -18.838], [20.618, -20.954, -19.693], [21.244, -22.905, -19.011], [20.620, -21.735, -17.816], [19.484, -22.421, -18.825], [20.773, -21.254, -20.591], [17.660, -20.742, -23.266], [18.329, -20.552, -22.023], [16.808, -20.064, -23.248], [18.340, -20.461, -24.070], [17.207, -21.728, -23.374], [19.244, -20.812, -22.154], [17.329, -23.728, -21.199], [18.268, -24.286, -20.292], [17.109, -22.667, -21.081], [17.754, -23.801, -22.199], [16.368, -24.243, -21.228], [17.961, -23.997, -19.430], [23.538, -26.109, -20.386], [22.704, -25.060, -20.474], [23.028, -27.021, -20.696], [24.496, -25.982, -20.891], [23.825, -26.204, -19.339], [21.943, -25.352, -20.981], [24.430, -22.645, -20.285], [23.897, -23.439, -20.300], [23.822, -21.943, -20.519], [20.937, -21.547, -22.427], [21.505, -21.043, -23.010], [21.055, -22.456, -22.704], [21.939, -18.840, -18.545], [21.326, -19.520, -18.826], [22.753, -19.047, -19.004]], "mulliken_charge": [-0.211, -0.516, 0.211, -0.236, 0.459, 0.304, -0.451, -0.576, 0.188, 0.300, 0.181, 0.378, -0.486, -0.625, 0.326, -0.011, 0.392, 0.325, -0.193, -0.533, 0.122, 0.372, 0.027, 0.326, 0.019, -0.438, 0.308, 0.079, 0.042, 0.200, -0.730, -0.522, 0.268, 0.327, 0.235, 0.321, -0.189, -0.497, -0.129, 0.264, 0.316, 0.148, -0.713, -0.457, 0.376, 0.248, 0.214, 0.306, -0.618, 0.335, 0.304, -0.555, 0.251, 0.251, -0.683, 0.372, 0.278], "total_charge": 0, "de_lowest_kcal_mol": 83.9, "lumo_energy_ev": -0.343, "smiles": "CO.CO.CO.CO.CO.CO.CO.CO.O.O.O", "homo_ha": -0.3549, "orbital_gap_ev": 9.3}

{"formula": "C8H3ErNO5S", "method": "wB97M-V/def2-TZVPD", "elements": ["O", "C", "Er", "O", "C", "C", "O", "C", "O", "C", "O", "S", "C", "C", "N", "C", "H", "H", "H"], "xyz": [[0.658, 3.851, -2.115], [0.492, 2.836, -1.583], [0.149, 0.729, -0.485], [2.024, 2.018, 1.849], [1.374, 1.676, 0.952], [-0.980, 0.390, -2.232], [-1.635, 0.016, -3.112], [1.890, 0.264, -1.576], [2.826, -0.181, -2.093], [-1.495, 1.802, 0.296], [-2.438, 2.214, 0.830], [-0.310, -3.592, 0.823], [-0.644, -2.396, 2.185], [-0.516, -1.134, 1.827], [-0.136, -1.034, 0.416], [0.010, -2.174, -0.236], [-0.913, -2.752, 3.154], [-0.639, -0.232, 2.369], [0.283, -2.302, -1.269]], "mulliken_charge": [-0.049, 0.408, -0.297, -0.015, 0.566, 0.575, -0.013, 0.568, -0.010, 0.562, -0.013, 0.171, -0.519, -0.212, 0.022, -0.017, 0.465, 0.413, 0.397], "total_charge": 3, "de_lowest_kcal_mol": 127.5, "lumo_energy_ev": [-15.519, -15.417], "multiplicity": 4, "homo_ha": [-0.7875, -0.7876], "orbital_gap_ev": [5.9, 6.0]}

{"formula": "C8H3F4NO", "method": "wB97M-V/def2-TZVPD", "elements": ["N", "C", "C", "C", "O", "C", "F", "C", "F", "C", "C", "F", "C", "F", "H", "H", "H"], "xyz": [[-2.460, -0.634, -1.346], [-1.379, -0.220, -1.396], [-0.118, 0.387, -1.612], [0.174, 1.270, -2.777], [-0.734, 1.593, -3.494], [0.936, -0.007, -0.795], [2.220, 0.379, -1.069], [1.056, -1.020, 0.236], [2.129, -1.871, -0.061], [0.418, -1.246, 1.424], [-0.346, -0.385, 2.301], [-0.199, -0.864, 3.504], [-1.078, 0.689, 1.979], [-1.661, 1.395, 2.965], [1.209, 1.498, -2.792], [0.779, -2.117, 1.967], [-0.946, 1.151, 0.966]], "mulliken_charge": [-0.452, 0.166, 0.267, -0.217, -0.466, 0.492, -0.278, 0.334, -0.286, -0.573, 0.402, -0.263, -0.014, -0.234, 0.451, 0.406, 0.266], "total_charge": 0, "de_lowest_kcal_mol": 0.0, "lumo_energy_ev": -1.927, "smiles": "N#C\\C(C=O)=C(F)/C(F)=C\\C(F)=C\\F", "homo_ha": -0.3556, "orbital_gap_ev": 7.7}

{"formula": "C8H40O12", "method": "wB97M-V/def2-TZVPD", "elements": ["C", "C", "O", "H", "H", "H", "H", "H", "H", "C", "C", "O", "H", "H", "H", "H", "H", "H", "C", "C", "O", "H", "H", "H", "H", "H", "H", "C", "C", "O", "H", "H", "H", "H", "H", "H", "O", "H", "H", "O", "H", "H", "O", "H", "H", "O", "H", "H", "O", "H", "H", "O", "H", "H", "O", "H", "H", "O", "H", "H"], "xyz": [[4.642, 2.388, -1.648], [3.860, 1.460, -2.562], [2.554, 1.194, -1.982], [5.713, 2.331, -1.838], [4.479, 2.174, -0.591], [4.212, 3.383, -1.785], [4.395, 0.519, -2.710], [3.630, 1.939, -3.513], [2.647, 0.313, -1.602], [-1.040, -0.081, -1.100], [-0.098, -0.385, 0.045], [-0.836, -0.109, 1.256], [-0.438, -0.288, -1.998], [-1.367, 0.945, -1.196], [-1.854, -0.808, -1.131], [0.734, 0.334, -0.005], [0.277, -1.412, 0.027], [-0.217, -0.332, 1.983], [-3.619, -3.028, -0.223], [-2.447, -3.489, 0.631], [-1.845, -4.647, 0.027], [-4.521, -3.613, -0.034], [-3.408, -3.113, -1.290], [-3.909, -1.980, -0.092], [-2.852, -3.739, 1.609], [-1.632, -2.765, 0.682], [-1.113, -4.365, -0.530], [3.198, 0.226, 2.562], [2.311, -0.981, 2.843], [0.996, -0.663, 3.302], [4.206, -0.131, 2.325], [3.227, 1.041, 3.278], [2.928, 0.606, 1.566], [2.809, -1.508, 3.668], [2.324, -1.651, 1.987], [1.139, 0.017, 3.977], [2.136, -2.218, -1.910], [2.545, -2.811, -2.555], [2.256, -2.664, -1.060], [-0.484, 0.714, 5.279], [-1.123, 1.314, 5.678], [-0.866, 0.488, 4.420], [-3.556, 0.879, 1.048], [-3.210, 1.563, 1.626], [-2.772, 0.353, 0.802], [-5.178, 0.307, -1.278], [-4.515, 0.309, -0.566], [-4.912, 1.019, -1.890], [-1.134, 3.786, -1.519], [-0.975, 4.306, -0.723], [-0.330, 3.886, -2.046], [-0.502, -3.479, -2.308], [0.292, -2.960, -2.097], [-0.823, -3.116, -3.140], [1.926, 3.446, 1.388], [1.160, 3.986, 1.613], [1.565, 2.693, 0.902], [-3.812, 2.551, -2.434], [-3.782, 3.128, -3.205], [-2.990, 2.738, -1.960]], "mulliken_charge": [-0.790, -0.330, -0.385, 0.342, 0.178, 0.243, 0.300, 0.258, 0.142, -1.471, 0.903, -0.427, 0.402, 0.191, 0.288, -0.336, 0.235, 0.348, -0.903, 0.566, -0.565, 0.361, 0.214, 0.152, 0.315, -0.415, 0.287, -0.811, -0.403, -0.544, 0.366, 0.370, 0.005, 0.353, 0.327, 0.313, -0.648, 0.286, 0.325, -0.633, 0.305, 0.308, -0.690, 0.273, 0.407, -0.666, 0.302, 0.368, -0.604, 0.286, 0.305, -0.613, 0.347, 0.306, -0.604, 0.279, 0.320, -0.653, 0.287, 0.323], "total_charge": 0, "de_lowest_kcal_mol": 61.1, "lumo_energy_ev": -0.232, "smiles": "CCO.CCO.CCO.CCO.O.O.O.O.O.O.O.O", "homo_ha": -0.3456, "orbital_gap_ev": 9.2}

{"formula": "C8H42BBrFO16", "method": "wB97M-V/def2-TZVPD", "elements": ["C", "C", "C", "Br", "C", "F", "C", "O", "B", "C", "C", "C", "O", "O", "H", "H", "H", "H", "H", "H", "H", "H", "H", "H", "H", "H", "H", "H", "H", "H", "O", "H", "H", "O", "H", "H", "O", "H", "H", "O", "H", "H", "O", "H", "H", "O", "H", "H", "O", "H", "H", "O", "H", "H", "O", "H", "H", "O", "H", "H", "O", "H", "H", "O", "H", "H", "O", "H", "H"], "xyz": [[1.837, -1.968, 0.008], [2.816, -0.788, -0.033], [2.182, 0.550, -0.385], [3.606, 1.936, -0.205], [0.915, 0.991, 0.368], [0.912, 0.207, 1.569], [0.735, 2.431, 0.777], [-0.624, 2.488, 1.106], [-1.265, 1.727, -0.008], [-2.665, 1.055, 0.495], [-2.608, -0.418, 0.826], [-2.729, -1.300, -0.420], [-3.735, -0.785, 1.715], [-0.179, 0.682, -0.361], [2.387, -2.906, -0.092], [1.266, -1.988, 0.936], [1.118, -1.907, -0.813], [3.372, -0.702, 0.903], [3.556, -0.992, -0.815], [1.958, 0.592, -1.449], [1.336, 2.716, 1.640], [0.952, 3.045, -0.112], [-1.441, 2.479, -0.987], [-3.454, 1.204, -0.252], [-2.974, 1.599, 1.399], [-1.688, -0.650, 1.372], [-1.965, -2.080, -0.457], [-2.618, -0.690, -1.316], [-3.712, -1.767, -0.428], [-3.380, -0.934, 2.593], [-2.674, -1.796, -3.535], [-1.802, -2.088, -3.825], [-3.119, -1.506, -4.338], [-1.890, 1.310, -3.504], [-1.480, 1.092, -2.654], [-2.393, 0.523, -3.731], [6.560, 0.476, -1.390], [5.922, 0.896, -0.799], [6.169, 0.585, -2.261], [-5.203, -3.632, -0.518], [-5.615, -3.038, 0.117], [-5.822, -3.709, -1.249], [7.959, 0.573, 1.551], [7.877, 1.527, 1.716], [7.554, 0.427, 0.685], [2.627, 3.717, 3.271], [1.961, 4.391, 3.447], [2.642, 3.179, 4.068], [6.851, 3.380, 1.843], [6.184, 3.533, 2.523], [6.371, 3.509, 1.021], [2.978, -5.201, -0.564], [3.174, -5.680, 0.249], [2.529, -5.822, -1.142], [-5.927, 1.293, 0.020], [-6.590, 1.920, 0.324], [-5.507, 0.914, 0.803], [2.719, -5.028, 2.327], [3.412, -5.235, 2.959], [2.790, -4.082, 2.159], [-2.947, -4.576, -2.691], [-3.190, -4.588, -1.758], [-3.206, -3.686, -2.965], [-7.509, 2.250, -2.361], [-7.352, 1.916, -3.247], [-6.793, 1.874, -1.834], [-0.362, 5.536, 2.969], [-0.169, 4.790, 2.380], [-0.639, 6.228, 2.362]], "mulliken_charge": [-0.897, -0.428, -0.581, -0.185, 1.445, -0.495, -1.249, -0.558, 0.476, -1.155, 1.000, -0.862, -0.583, -0.309, 0.274, 0.264, 0.183, 0.229, 0.428, 0.383, 0.528, 0.281, -0.323, 0.268, 0.166, 0.289, 0.160, -0.041, 0.207, 0.372, -0.690, 0.339, 0.285, -0.696, 0.377, 0.305, -0.653, 0.223, 0.306, -0.616, 0.294, 0.303, -0.658, 0.354, 0.326, -0.650, 0.305, 0.308, -0.640, 0.326, 0.292, -0.633, 0.329, 0.288, -0.605, 0.286, 0.268, -0.650, 0.320, 0.330, -0.664, 0.318, 0.357, -0.647, 0.313, 0.379, -0.692, 0.382, 0.292], "total_charge": -1, "de_lowest_kcal_mol": 5.9, "lumo_energy_ev": 2.142, "homo_ha": -0.1924, "orbital_gap_ev": 7.4}

{"formula": "C8H4BrCl20O", "method": "wB97M-V/def2-TZVPD", "elements": ["C", "C", "C", "O", "Br", "H", "H", "H", "H", "C", "Cl", "Cl", "Cl", "Cl", "C", "Cl", "Cl", "Cl", "Cl", "C", "Cl", "Cl", "Cl", "Cl", "C", "Cl", "Cl", "Cl", "Cl", "C", "Cl", "Cl", "Cl", "Cl"], "xyz": [[-0.045, -0.158, -0.286], [0.216, -0.811, 1.224], [1.834, -0.526, 1.533], [2.767, -1.505, 1.414], [2.316, 1.388, 2.047], [-1.148, -0.324, -0.638], [0.738, -0.603, -1.053], [-0.453, -0.176, 1.969], [-0.043, -1.966, 1.273], [-3.693, -0.444, 2.678], [-5.195, 0.205, 3.385], [-3.602, -2.197, 2.985], [-3.687, -0.147, 0.921], [-2.289, 0.363, 3.422], [4.295, -1.397, -1.836], [4.903, -0.628, -0.348], [4.381, -3.168, -1.668], [2.603, -0.908, -2.109], [5.292, -0.883, -3.221], [-4.127, 4.217, 1.325], [-2.873, 5.211, 0.541], [-5.062, 3.351, 0.081], [-3.354, 3.038, 2.415], [-5.217, 5.267, 2.264], [0.009, 5.188, -2.351], [0.612, 6.034, -3.799], [-0.192, 6.357, -1.022], [-1.562, 4.431, -2.718], [1.176, 3.932, -1.867], [2.280, -6.628, -1.312], [1.420, -5.184, -0.721], [2.403, -7.826, 0.001], [1.383, -7.336, -2.679], [3.915, -6.167, -1.850]], "mulliken_charge": [0.077, 0.535, 0.282, -0.536, -0.212, -0.113, -0.556, -0.303, 0.151, 0.246, -0.083, -0.115, -0.015, -0.146, 0.292, -0.087, -0.061, -0.160, -0.139, 0.260, -0.015, -0.114, 0.001, -0.119, 0.329, -0.123, -0.128, -0.082, -0.044, 0.334, -0.034, -0.108, -0.107, -0.108], "total_charge": -1, "lumo_energy_ev": 1.977, "homo_ha": -0.0795, "orbital_gap_ev": 4.1}

| no. | strongest force on any atom (Eh/bohr) |
| --- | --- |
| 1 | 0.3494 |
| 2 | 0.0659 |
| 3 | 0.2376 |
| 4 | 0.0702 |
| 5 | 0.0414 |
| 6 | 0.0164 |
| 7 | 0.1804 |